Record 1
{"formula": "C43H107N6O15Zn", "method": "the ωB97M-V functional and the def2-TZVPD basis", "symbols": ["Zn", "C", "C", "O", "H", "H", "H", "H", "H", "C", "C", "O", "H", "H", "H", "H", "H", "C", "C", "C", "O", "H", "H", "H", "H", "H", "H", "H", "C", "O", "C", "C", "N", "C", "C", "O", "C", "H", "H", "H", "H", "H", "H", "H", "H", "H", "H", "H", "H", "H", "H", "H", "C", "O", "C", "C", "N", "C", "C", "O", "C", "H", "H", "H", "H", "H", "H", "H", "H", "H", "H", "H", "H", "H", "H", "H", "C", "O", "C", "C", "N", "C", "C", "O", "C", "H", "H", "H", "H", "H", "H", "H", "H", "H", "H", "H", "H", "H", "H", "H", "C", "O", "C", "C", "N", "C", "C", "O", "C", "H", "H", "H", "H", "H", "H", "H", "H", "H", "H", "H", "H", "H", "H", "H", "C", "O", "C", "C", "N", "C", "C", "O", "C", "H", "H", "H", "H", "H", "H", "H", "H", "H", "H", "H", "H", "H", "H", "H", "C", "O", "C", "C", "N", "C", "C", "O", "C", "H", "H", "H", "H", "H", "H", "H", "H", "H", "H", "H", "H", "H", "H", "H"], "coordinates": [[-4.52, -8.92, -26.31], [-4.81, -5.45, -24.52], [-4.44, -6.75, -23.81], [-3.97, -7.81, -24.67], [-5.77, -5.64, -24.99], [-3.95, -5.13, -25.10], [-5.10, -4.68, -23.81], [-5.32, -7.10, -23.26], [-3.65, -6.40, -23.14], [-6.42, -5.54, -28.36], [-5.80, -6.91, -28.51], [-5.91, -7.77, -27.44], [-7.51, -5.55, -28.44], [-5.98, -4.97, -29.18], [-6.17, -5.12, -27.39], [-4.72, -6.89, -28.66], [-6.20, -7.42, -29.38], [-5.31, -12.69, -25.24], [-6.16, -11.39, -25.17], [-6.18, -10.72, -23.94], [-5.69, -10.57, -26.24], [-4.33, -12.44, -24.83], [-5.19, -12.97, -26.28], [-5.75, -13.50, -24.67], [-7.17, -11.67, -25.48], [-7.14, -10.20, -24.01], [-5.43, -9.96, -23.73], [-6.41, -11.39, -23.12], [-1.67, -10.51, -24.01], [-2.45, -10.40, -25.21], [-2.01, -11.07, -26.38], [-2.62, -10.52, -27.72], [-3.00, -9.07, -27.72], [-1.79, -8.35, -27.32], [-1.89, -6.71, -27.26], [-1.60, -6.26, -28.62], [-2.21, -5.10, -28.93], [-2.09, -10.12, -23.08], [-0.77, -9.97, -24.31], [-1.36, -11.53, -23.84], [-2.15, -12.14, -26.28], [-0.92, -11.11, -26.44], [-3.59, -10.98, -27.90], [-1.93, -10.84, -28.50], [-3.01, -8.66, -28.64], [-0.99, -8.65, -27.99], [-1.65, -8.44, -26.24], [-1.13, -6.34, -26.56], [-2.81, -6.29, -26.86], [-1.94, -4.90, -29.97], [-1.78, -4.24, -28.41], [-3.30, -5.19, -29.00], [-8.25, -4.90, -18.95], [-7.58, -3.73, -19.54], [-6.34, -3.34, -18.86], [-5.94, -1.91, -19.47], [-4.96, -2.04, -20.55], [-5.41, -2.69, -21.84], [-6.22, -1.73, -22.77], [-5.30, -0.76, -23.16], [-5.81, 0.21, -24.14], [-9.08, -4.53, -18.36], [-7.69, -5.78, -18.64], [-8.83, -5.20, -19.83], [-5.51, -4.02, -19.04], [-6.58, -3.16, -17.81], [-5.53, -1.38, -18.61], [-6.86, -1.38, -19.71], [-4.72, -1.15, -20.96], [-5.93, -3.62, -21.58], [-4.46, -2.96, -22.30], [-7.06, -1.26, -22.27], [-6.56, -2.22, -23.68], [-5.71, -0.10, -25.18], [-5.59, 1.25, -23.90], [-6.85, 0.45, -23.93], [-8.43, -14.83, -23.29], [-9.12, -13.64, -22.87], [-9.69, -13.57, -21.61], [-10.59, -12.28, -21.37], [-9.90, -11.11, -20.60], [-10.55, -9.78, -20.38], [-9.80, -8.60, -21.00], [-8.35, -8.93, -20.97], [-7.52, -8.06, -21.73], [-7.71, -14.65, -24.09], [-9.13, -15.61, -23.60], [-7.79, -15.27, -22.52], [-9.00, -13.67, -20.77], [-10.41, -14.39, -21.52], [-11.47, -12.73, -20.90], [-10.83, -11.89, -22.35], [-8.90, -11.01, -20.49], [-10.55, -9.70, -19.30], [-11.61, -9.65, -20.58], [-9.85, -7.67, -20.44], [-10.10, -8.45, -22.03], [-7.58, -7.03, -21.38], [-7.87, -8.05, -22.77], [-6.49, -8.39, -21.67], [-8.67, -4.95, -22.89], [-9.78, -5.84, -23.07], [-11.04, -5.34, -23.08], [-12.07, -6.45, -23.50], [-13.07, -6.58, -22.37], [-13.92, -7.71, -22.60], [-15.13, -7.55, -23.50], [-14.75, -8.03, -24.80], [-15.04, -7.13, -25.87], [-8.60, -4.55, -21.88], [-8.46, -4.19, -23.65], [-7.76, -5.54, -22.95], [-11.10, -4.54, -23.82], [-11.19, -4.79, -22.15], [-11.50, -7.36, -23.67], [-12.70, -6.22, -24.36], [-13.66, -5.77, -22.46], [-14.17, -7.92, -21.56], [-13.37, -8.63, -22.80], [-15.42, -6.51, -23.37], [-15.89, -8.20, -23.07], [-16.08, -7.30, -26.17], [-14.47, -7.25, -26.80], [-14.79, -6.09, -25.70], [-0.23, -6.24, -23.65], [0.60, -5.51, -24.53], [1.98, -5.99, -24.51], [2.84, -5.44, -25.66], [2.12, -5.77, -26.89], [2.59, -4.87, -27.97], [2.00, -5.39, -29.32], [2.55, -4.64, -30.44], [2.09, -3.34, -30.56], [-1.26, -6.03, -23.94], [-0.09, -5.93, -22.62], [-0.09, -7.32, -23.68], [1.93, -7.08, -24.59], [2.50, -5.60, -23.64], [3.79, -5.97, -25.71], [3.17, -4.40, -25.64], [1.12, -5.78, -26.78], [3.66, -5.03, -28.06], [2.31, -3.84, -27.75], [0.93, -5.17, -29.31], [2.18, -6.45, -29.52], [2.10, -3.06, -31.61], [2.83, -2.71, -30.07], [1.15, -3.15, -30.05], [-2.48, 0.32, -25.93], [-1.98, -0.97, -25.72], [-2.37, -1.56, -24.45], [-1.27, -2.58, -23.82], [-0.07, -1.81, -23.49], [0.80, -2.55, -22.65], [2.19, -1.84, -22.37], [2.97, -1.67, -23.60], [4.30, -1.20, -23.33], [-3.32, 0.60, -25.29], [-2.75, 0.73, -26.90], [-1.71, 0.98, -25.54], [-3.14, -2.32, -24.59], [-2.78, -1.00, -23.62], [-1.29, -3.30, -24.64], [-1.71, -3.14, -23.00], [0.50, -1.47, -24.25], [1.03, -3.50, -23.14], [0.28, -2.79, -21.72], [2.59, -2.58, -21.68], [2.05, -0.94, -21.78], [4.82, -1.98, -22.77], [4.18, -0.22, -22.87], [4.78, -1.13, -24.30]], "charge": -1, "spin_multiplicity": 1, "e_homo_ev": -3.83, "e_tot_ev": -134382.01408, "orbital_gap_ev": 6.015, "e_lumo_ev": 2.18, "de_lowest_kj_mol": 577.23}

=====

Record 2
{"formula": "C43H117HgN10O11", "method": "the ωB97M-V functional and the def2-TZVPD basis", "symbols": ["Hg", "C", "C", "C", "O", "H", "H", "H", "H", "H", "H", "H", "C", "C", "C", "O", "C", "N", "H", "H", "H", "H", "H", "H", "H", "H", "H", "H", "H", "C", "C", "C", "O", "C", "N", "H", "H", "H", "H", "H", "H", "H", "H", "H", "H", "H", "C", "C", "C", "O", "C", "N", "H", "H", "H", "H", "H", "H", "H", "H", "H", "H", "H", "C", "C", "C", "O", "C", "N", "H", "H", "H", "H", "H", "H", "H", "H", "H", "H", "H", "C", "C", "C", "O", "C", "N", "H", "H", "H", "H", "H", "H", "H", "H", "H", "H", "H", "C", "C", "C", "O", "C", "N", "H", "H", "H", "H", "H", "H", "H", "H", "H", "H", "H", "C", "C", "C", "O", "C", "N", "H", "H", "H", "H", "H", "H", "H", "H", "H", "H", "H", "C", "C", "C", "O", "C", "N", "H", "H", "H", "H", "H", "H", "H", "H", "H", "H", "H", "C", "C", "C", "O", "C", "N", "H", "H", "H", "H", "H", "H", "H", "H", "H", "H", "H", "C", "C", "C", "O", "C", "N", "H", "H", "H", "H", "H", "H", "H", "H", "H", "H", "H"], "coordinates": [[-0.97, 16.74, -6.52], [-2.10, 18.87, -10.54], [-2.17, 18.61, -9.05], [-3.72, 18.63, -8.75], [-1.63, 17.43, -8.66], [-2.77, 19.64, -10.93], [-2.13, 17.88, -11.00], [-1.13, 19.27, -10.82], [-1.75, 19.43, -8.47], [-4.35, 17.85, -9.20], [-4.17, 19.62, -8.77], [-3.97, 18.21, -7.78], [-3.83, 13.09, -10.99], [-3.44, 14.62, -11.21], [-4.50, 15.45, -11.79], [-4.50, 15.29, -13.25], [-5.51, 16.07, -13.91], [-2.92, 15.05, -9.91], [-2.90, 12.62, -10.66], [-4.18, 12.81, -11.98], [-4.59, 12.92, -10.23], [-2.72, 14.58, -12.03], [-4.25, 16.50, -11.60], [-5.40, 15.16, -11.25], [-5.25, 16.06, -14.97], [-5.55, 17.11, -13.61], [-6.53, 15.70, -13.84], [-2.39, 15.90, -9.92], [-3.67, 15.39, -9.32], [-6.06, 21.29, -12.90], [-7.07, 20.21, -13.39], [-7.81, 19.49, -12.23], [-6.86, 18.61, -11.59], [-7.34, 17.73, -10.57], [-7.98, 20.68, -14.36], [-6.55, 22.02, -12.25], [-5.63, 21.85, -13.73], [-5.21, 20.81, -12.43], [-6.46, 19.56, -14.02], [-8.63, 18.86, -12.58], [-8.19, 20.26, -11.56], [-8.03, 18.22, -9.88], [-6.42, 17.56, -10.01], [-7.79, 16.78, -10.85], [-8.31, 19.81, -14.75], [-7.36, 21.06, -15.05], [-7.18, 23.40, -3.77], [-6.29, 23.15, -4.98], [-5.94, 21.61, -5.10], [-4.57, 21.30, -5.43], [-4.42, 19.97, -5.46], [-6.95, 23.80, -6.10], [-7.54, 24.43, -3.80], [-6.55, 23.25, -2.89], [-8.06, 22.77, -3.83], [-5.35, 23.70, -4.86], [-6.65, 21.15, -5.78], [-6.09, 21.24, -4.08], [-3.37, 19.73, -5.61], [-4.96, 19.33, -6.15], [-4.72, 19.60, -4.48], [-6.81, 23.01, -6.71], [-6.46, 24.58, -6.52], [2.75, 15.63, -10.80], [1.48, 16.16, -11.31], [0.35, 15.13, -11.58], [0.65, 14.42, -12.71], [-0.41, 13.55, -13.08], [0.96, 17.20, -10.43], [2.82, 15.73, -9.71], [3.62, 16.22, -11.11], [2.91, 14.59, -11.07], [1.71, 16.72, -12.22], [-0.59, 15.69, -11.56], [0.21, 14.44, -10.75], [-0.22, 12.97, -13.98], [-1.22, 14.23, -13.38], [-0.84, 12.90, -12.32], [-0.05, 17.22, -10.48], [1.15, 18.13, -10.76], [-1.19, 22.22, -11.33], [-1.35, 23.56, -10.63], [-1.83, 23.52, -9.22], [-3.24, 23.46, -9.28], [-3.69, 23.74, -7.94], [0.00, 24.16, -10.74], [-0.58, 21.48, -10.81], [-0.83, 22.43, -12.34], [-2.07, 21.58, -11.31], [-1.99, 24.18, -11.25], [-1.38, 24.32, -8.64], [-1.57, 22.62, -8.66], [-4.75, 23.98, -8.00], [-3.25, 24.59, -7.43], [-3.43, 22.82, -7.40], [0.62, 23.43, -10.44], [0.29, 24.26, -11.70], [-4.34, 14.98, -6.69], [-3.05, 14.17, -6.43], [-3.33, 12.72, -6.85], [-2.19, 11.87, -6.58], [-2.28, 11.05, -5.39], [-1.86, 14.63, -7.09], [-4.28, 16.06, -6.68], [-5.07, 14.59, -5.97], [-4.85, 14.75, -7.63], [-2.82, 14.12, -5.36], [-3.33, 12.62, -7.94], [-4.31, 12.37, -6.54], [-1.35, 10.51, -5.19], [-3.05, 10.27, -5.38], [-2.53, 11.65, -4.52], [-2.19, 14.70, -8.04], [-1.14, 13.95, -7.24], [-10.11, 21.97, -6.58], [-10.27, 22.00, -8.07], [-8.85, 21.97, -8.79], [-8.16, 20.79, -8.46], [-6.82, 20.87, -8.83], [-11.05, 20.83, -8.46], [-11.06, 21.88, -6.06], [-9.59, 22.74, -6.00], [-9.37, 21.18, -6.46], [-10.76, 22.91, -8.42], [-8.38, 22.89, -8.45], [-9.10, 22.06, -9.85], [-6.40, 19.86, -8.79], [-6.35, 21.59, -8.16], [-6.59, 21.22, -9.84], [-11.14, 20.90, -9.47], [-10.34, 20.14, -8.29], [-1.61, 16.85, -14.77], [-2.58, 17.96, -15.26], [-2.52, 19.33, -14.51], [-3.35, 20.32, -15.19], [-2.84, 21.70, -15.22], [-2.24, 18.06, -16.67], [-2.10, 15.88, -14.85], [-1.51, 16.86, -13.68], [-0.55, 16.77, -15.00], [-3.64, 17.72, -15.18], [-1.44, 19.45, -14.58], [-2.67, 19.21, -13.44], [-3.52, 22.43, -15.68], [-1.98, 21.70, -15.88], [-2.52, 22.14, -14.27], [-2.60, 18.91, -17.07], [-2.92, 17.41, -17.02], [3.31, 17.48, -7.52], [1.93, 17.34, -6.77], [1.29, 18.65, -6.55], [0.13, 18.53, -5.72], [-0.50, 19.72, -5.32], [1.11, 16.39, -7.58], [3.14, 17.99, -8.47], [3.87, 16.56, -7.65], [3.84, 18.25, -6.95], [2.11, 16.89, -5.79], [0.96, 19.19, -7.44], [1.97, 19.25, -5.94], [0.30, 20.41, -5.04], [-1.11, 19.40, -4.47], [-1.20, 20.16, -6.03], [1.61, 15.51, -7.61], [1.10, 16.58, -8.58], [3.76, 19.69, -12.92], [2.78, 20.17, -11.79], [2.98, 21.70, -11.56], [2.25, 22.22, -10.43], [2.49, 21.77, -9.10], [1.46, 19.84, -12.28], [3.52, 20.39, -13.73], [3.55, 18.68, -13.27], [4.83, 19.72, -12.73], [3.04, 19.62, -10.89], [2.51, 22.21, -12.40], [4.04, 21.96, -11.60], [1.54, 22.05, -8.65], [3.24, 22.33, -8.54], [2.78, 20.72, -9.05], [0.76, 20.57, -12.18], [1.76, 19.96, -13.23]], "charge": 1, "spin_multiplicity": 1, "e_homo_ev": -10.64, "e_tot_ev": -88068.74951, "orbital_gap_ev": 6.574, "e_lumo_ev": -4.07, "de_lowest_kj_mol": 635.98}